{
  "formula": "C4H12",
  "method": "wB97M-V/def2-TZVPD",
  "elements": ["C", "C", "H", "H", "H", "H", "H", "H", "C", "C", "H", "H", "H", "H", "H", "H"],
  "positions_angstrom": [[0.9553, -0.4294, -1.6449], [1.9010, 0.6001, -2.4242], [1.4614, -0.8605, -0.7571], [-0.0206, 0.0595, -1.3571], [0.6572, -1.1894, -2.5223], [2.8614, 0.7555, -1.9562], [1.4409, 1.5938, -2.4413], [1.8239, 0.1777, -3.3091], [-1.8467, 0.4884, 2.0112], [-0.9534, -0.7336, 2.0258], [-2.8396, 0.1644, 2.2328], [-1.5214, 1.2046, 2.7844], [-1.6905, 1.1303, 1.1830], [-0.4852, -0.7137, 3.0511], [-0.1910, -0.6140, 1.2344], [-1.5526, -1.6336, 1.8894]],
  "forces_ev_per_a": [[-0.717, 0.104, -1.735], [-1.840, 1.378, 4.954], [-0.578, -0.129, -0.743], [1.103, -0.549, -0.034], [0.642, 1.025, 2.619], [0.424, -0.494, -0.310], [-0.046, -0.165, -0.126], [1.010, -1.167, -4.624], [0.846, 0.673, 1.422], [0.912, 0.590, 0.760], [-0.919, 0.475, -0.257], [-0.318, -0.469, 0.289], [-0.640, 0.081, -1.510], [-0.105, -0.716, -1.203], [-0.167, -0.543, 0.569], [0.392, -0.094, -0.070]],
  "lowdin_charge": [-0.1582, -0.1466, 0.0495, 0.0541, 0.0980, 0.0586, 0.0623, -0.0147, -0.1842, -0.1684, 0.0551, 0.0670, 0.0419, 0.0793, 0.0457, 0.0605],
  "charge": 0,
  "smiles": "CC.CC",
  "relative_energy_ev": 1.312
}


{
  "formula": "C7H8N2S",
  "method": "wB97M-V/def2-TZVPD",
  "elements": ["C", "C", "C", "C", "C", "C", "C", "N", "N", "S", "H", "H", "H", "H", "H", "H", "H", "H"],
  "positions_angstrom": [[2.2460, 1.2874, 0.0437], [2.9016, 0.0544, -0.0116], [0.8374, 1.3339, 0.0240], [2.0598, -1.0502, -0.1628], [0.0532, 0.2399, -0.0764], [0.7053, -0.9899, -0.1145], [-1.4263, 0.4763, -0.1694], [-2.3627, -0.3682, -0.2022], [-3.7154, -0.0351, -0.0119], [0.0209, -2.5947, 0.0219], [2.8342, 2.2441, 0.2809], [3.8764, -0.1266, -0.4245], [0.3858, 2.3282, 0.1886], [2.3647, -2.0924, -0.1130], [-1.7453, 1.4815, -0.0327], [-1.2314, -2.1007, -0.1338], [-3.8401, 0.8496, 0.5263], [-3.9641, -0.9374, 0.3674]],
  "forces_ev_per_a": [[-1.662, 3.615, 0.910], [0.249, -3.764, -1.565], [2.788, 3.182, 0.675], [2.046, 0.003, 1.045], [-6.093, 1.636, -0.587], [0.187, -3.930, -0.121], [2.693, 0.762, 0.678], [-0.646, -2.294, -0.407], [1.907, 0.242, -0.490], [-0.668, 1.363, -0.072], [-1.058, -1.494, -0.558], [0.696, 0.510, 0.485], [0.112, -0.634, -0.301], [1.067, 0.271, -0.443], [0.214, 1.413, 0.099], [-0.288, -0.344, 0.075], [-0.112, -1.263, -0.072], [-1.432, 0.726, 0.648]],
  "mulliken_spin": [0.3458, 0.4249, -0.0464, -0.0968, 0.3452, 0.3985, -0.0566, 0.2707, 0.0607, 0.2898, 0.0114, 0.0277, 0.0053, 0.0010, 0.0096, -0.0025, 0.0074, 0.0043],
  "spin_multiplicity": 3,
  "charge": 0,
  "relative_energy_ev": 1.569
}


{
  "formula": "C16H42N9O5P2",
  "method": "wB97M-V/def2-TZVPD",
  "elements": ["N", "O", "O", "O", "O", "P", "N", "C", "C", "N", "C", "C", "N", "C", "C", "H", "H", "H", "H", "H", "H", "H", "H", "H", "H", "H", "H", "H", "H", "H", "H", "H", "H", "O", "P", "N", "C", "C", "N", "C", "C", "N", "C", "C", "H", "H", "H", "H", "H", "H", "H", "H", "H", "H", "H", "H", "H", "H", "H", "H", "H", "H", "C", "C", "N", "H", "H", "H", "C", "C", "N", "H", "H", "H"],
  "positions_angstrom": [[-0.5977, -1.4492, 2.8883], [0.0588, -0.8520, 3.7719], [-0.6271, -2.6985, 2.8379], [-1.1844, -0.7875, 2.0131], [0.4817, -2.2563, -0.7939], [1.8048, -1.8431, -1.2620], [1.9848, -1.6404, -2.9086], [1.2439, -0.5117, -3.4736], [1.9490, -2.8521, -3.7245], [2.9693, -2.9744, -0.8925], [2.7293, -3.7796, 0.3056], [4.3582, -2.9252, -1.3038], [2.2567, -0.3437, -0.6843], [1.8584, 0.0614, 0.6549], [3.4657, 0.2963, -1.1606], [1.9112, 0.3307, -3.6592], [0.4247, -0.2152, -2.8149], [0.7724, -0.8358, -4.4029], [2.3559, -2.6141, -4.7110], [0.9226, -3.2199, -3.8483], [2.5449, -3.6420, -3.2754], [2.3910, -4.7873, 0.0385], [3.6639, -3.8751, 0.8606], [1.9512, -3.3448, 0.9321], [4.4959, -2.3779, -2.2382], [4.9854, -2.4134, -0.5604], [4.7407, -3.9391, -1.4556], [2.5370, -0.4119, 1.3781], [1.9095, 1.1412, 0.8057], [0.8213, -0.2110, 0.8669], [3.5495, 0.2478, -2.2433], [4.3655, -0.1734, -0.7346], [3.4730, 1.3297, -0.8119], [-2.3740, 0.1956, -1.5142], [-2.4259, 1.6632, -1.5385], [-2.1214, 2.2485, -3.0703], [-2.0699, 3.6760, -3.3547], [-2.0180, 1.3273, -4.1927], [-1.3041, 2.4487, -0.6111], [-1.4573, 2.4931, 0.8698], [0.0777, 2.4475, -1.0474], [-3.8450, 2.3189, -0.9792], [-4.0000, 3.7154, -0.6515], [-5.0837, 1.6821, -1.3680], [-3.0629, 4.0736, -3.5892], [-1.3657, 3.8396, -4.1712], [-1.6991, 4.1855, -2.4639], [-1.2044, 1.6775, -4.8387], [-2.9498, 1.2814, -4.7637], [-1.7445, 0.3517, -3.8021], [-2.4504, 2.1590, 1.1481], [-0.7075, 1.8664, 1.3510], [-1.2804, 3.5381, 1.1508], [0.6851, 2.7552, -0.1960], [0.3728, 1.4303, -1.3169], [0.3012, 3.1725, -1.8357], [-3.0505, 4.1861, -0.4134], [-4.4635, 4.2847, -1.4739], [-4.6751, 3.8184, 0.2059], [-5.8416, 1.8859, -0.6043], [-4.9349, 0.6072, -1.4367], [-5.4764, 2.0963, -2.3089], [-1.3422, -0.1614, 6.6903], [-1.0728, 1.0182, 7.4822], [-0.8593, 1.9702, 8.0886], [-1.5159, -0.9912, 7.3798], [-0.5268, -0.4756, 6.0384], [-2.2206, 0.0152, 6.0751], [0.8505, -3.3809, 5.4875], [1.9163, -2.8966, 6.3544], [2.7451, -2.5029, 7.0370], [1.1407, -3.4694, 4.4454], [0.0375, -2.6571, 5.4938], [0.4495, -4.3271, 5.8498]],
  "forces_ev_per_a": [[-0.152, -0.040, -1.132], [0.164, -0.066, 0.549], [0.099, 0.144, 0.487], [-0.066, 0.075, 0.283], [-0.050, -0.125, 0.268], [0.128, 0.300, -0.016], [0.394, -0.170, -0.003], [-0.262, -0.346, 0.068], [-0.174, 0.278, -0.123], [0.059, -0.156, 0.054], [-0.125, -0.304, -0.164], [0.024, 0.292, -0.064], [-0.425, 0.641, -0.675], [-0.068, -0.558, 0.472], [0.345, -0.327, 0.474], [-0.128, 0.136, -0.095], [0.059, 0.136, 0.016], [0.128, 0.136, -0.104], [0.011, -0.106, 0.002], [0.057, -0.041, -0.011], [0.029, 0.026, 0.047], [0.066, 0.011, 0.012], [-0.051, 0.095, 0.163], [0.067, 0.033, 0.026], [-0.258, -0.043, -0.024], [0.029, -0.219, 0.046], [0.022, 0.006, 0.056], [-0.267, 0.158, 0.277], [0.254, 0.033, -0.322], [0.134, -0.313, -0.029], [-0.026, 0.078, -0.041], [0.049, 0.094, -0.046], [-0.072, 0.105, -0.225], [-0.555, -0.085, -0.454], [0.799, 0.083, 0.285], [0.268, -0.124, -0.072], [-0.113, -0.662, 0.436], [0.283, 0.499, 0.280], [-0.466, 0.505, 0.614], [0.376, 0.324, -0.957], [0.210, -0.164, 0.259], [-0.078, 0.001, 0.206], [-0.328, 0.309, -0.091], [-0.174, 0.093, 0.177], [0.103, 0.164, -0.255], [-0.109, 0.181, -0.103], [-0.021, 0.141, -0.080], [-0.107, -0.087, -0.154], [0.040, -0.146, -0.130], [-0.235, -0.140, -0.097], [0.007, 0.023, 0.154], [-0.193, -0.211, 0.048], [-0.201, -0.113, 0.354], [0.057, -0.066, -0.015], [0.345, 0.169, -0.197], [-0.226, -0.206, -0.218], [0.023, -0.097, 0.040], [0.071, -0.066, -0.009], [0.107, -0.012, 0.050], [0.031, -0.115, 0.030], [-0.038, -0.003, -0.135], [0.067, -0.172, -0.074], [-0.124, -0.672, 0.141], [0.418, 0.459, -0.069], [-0.090, -0.082, 0.061], [-0.232, 0.020, -0.091], [0.110, 0.447, -0.102], [-0.045, -0.124, -0.046], [-0.436, 0.071, 0.204], [-0.395, -0.299, -0.532], [0.475, 0.179, 0.433], [0.130, 0.053, 0.004], [0.060, 0.033, -0.140], [0.188, -0.069, 0.019]],
  "lowdin_charge": [-0.6140, -0.0962, -0.0676, -0.0586, -0.2367, 0.4864, -0.3068, -0.1116, -0.1175, -0.3062, -0.0976, -0.1412, -0.2971, -0.1030, -0.1213, 0.0714, 0.0585, 0.0793, 0.0785, 0.0875, 0.0654, 0.0815, 0.0757, 0.0728, 0.0717, 0.0739, 0.0800, 0.0917, 0.0663, 0.0638, 0.0606, 0.0689, 0.0795, -0.2548, 0.4842, -0.3013, -0.1155, -0.1099, -0.3037, -0.0759, -0.1084, -0.3119, -0.1372, -0.1138, 0.0733, 0.0769, 0.0634, 0.0754, 0.0768, 0.0579, 0.0798, 0.0696, 0.0790, 0.0739, 0.0642, 0.0737, 0.0644, 0.0766, 0.0847, 0.0797, 0.0784, 0.0795, -0.0733, -0.2928, 0.1052, 0.0826, 0.0523, 0.0882, -0.0847, -0.2911, 0.1016, 0.0683, 0.0465, 0.0799],
  "charge": -1,
  "relative_energy_ev": 0.000
}


{
  "formula": "C34H37BeF3N4O2P2SSb",
  "method": "wB97M-V/def2-TZVPD",
  "elements": ["Be", "N", "C", "C", "C", "C", "C", "C", "S", "O", "O", "N", "C", "N", "C", "C", "C", "N", "H", "H", "H", "H", "H", "H", "H", "H", "H", "C", "P", "C", "C", "C", "P", "C", "C", "H", "H", "H", "H", "H", "H", "H", "H", "H", "H", "H", "H", "H", "H", "H", "H", "F", "C", "C", "C", "C", "C", "C", "Sb", "C", "C", "C", "C", "F", "C", "C", "C", "C", "C", "C", "F", "C", "C", "H", "H", "H", "H", "H", "H", "H", "H", "H", "H", "H", "H"],
  "positions_angstrom": [[-0.0587, -0.7209, -0.0159], [4.4534, -5.7596, 3.8268], [3.6238, -4.6788, 3.6708], [2.2986, -4.7279, 4.1302], [1.4490, -3.6593, 3.9488], [1.9152, -2.5172, 3.3007], [3.2338, -2.4421, 2.8545], [4.0804, -3.5144, 3.0335], [0.8617, -1.1529, 3.0518], [1.6746, 0.0266, 2.8904], [-0.1761, -1.1682, 4.0333], [0.1912, -1.3485, 1.5458], [-0.6618, -2.3593, 1.2095], [-1.0797, -3.3844, 1.9498], [-1.9332, -4.2090, 1.3504], [-2.3870, -4.0474, 0.0393], [-1.8943, -2.9723, -0.6588], [-1.0332, -2.1347, -0.0870], [4.1881, -6.4760, 4.4777], [5.4409, -5.6313, 3.7012], [1.9483, -5.6191, 4.6414], [0.4304, -3.6882, 4.3119], [3.5925, -1.5262, 2.4013], [5.1123, -3.4512, 2.7048], [-2.2779, -5.0441, 1.9520], [-3.0877, -4.7376, -0.4077], [-2.1728, -2.7618, -1.6852], [-1.2769, -1.8737, -4.6955], [-0.6424, -0.6245, -3.5048], [-0.8887, 0.9104, -4.4908], [1.1796, -0.8529, -3.7653], [2.0503, -0.0929, -2.7523], [1.8599, -0.6198, -1.0074], [3.0876, 0.4070, -0.1458], [2.5482, -2.3057, -0.9726], [-0.7844, -1.7737, -5.6644], [-2.3506, -1.7372, -4.8324], [-1.1076, -2.8820, -4.3126], [-0.5682, 0.7622, -5.5240], [-0.3143, 1.7307, -4.0564], [-1.9403, 1.1989, -4.4779], [1.4167, -0.5191, -4.7773], [1.3990, -1.9231, -3.7244], [1.8345, 0.9795, -2.7867], [3.1105, -0.2112, -2.9864], [4.0905, 0.0239, -0.3349], [2.8849, 0.4190, 0.9242], [3.0217, 1.4314, -0.5190], [3.5779, -2.2967, -1.3256], [1.9569, -2.9759, -1.5983], [2.5197, -2.6832, 0.0516], [-3.9082, 3.3847, 5.2402], [-3.3459, 2.9566, 4.1034], [-2.2008, 2.1903, 4.1731], [-1.6284, 1.7516, 2.9878], [-2.1931, 2.0891, 1.7586], [-3.3586, 2.8513, 1.7235], [-3.9409, 3.2934, 2.9028], [-1.2505, 1.4281, -0.0232], [0.3476, 2.8378, -0.1117], [0.7573, 3.3942, -1.3245], [1.8482, 4.2523, -1.3831], [2.5208, 4.5391, -0.2101], [3.5668, 5.3727, -0.2573], [2.1470, 4.0062, 1.0078], [1.0569, 3.1468, 1.0504], [-2.5513, 2.2884, -1.4544], [-2.6023, 3.6767, -1.5834], [-3.4760, 4.2642, -2.4865], [-4.2889, 3.4450, -3.2488], [-5.1291, 4.0059, -4.1230], [-4.2669, 2.0691, -3.1412], [-3.3869, 1.4933, -2.2362], [-1.7733, 1.9329, 5.1348], [-0.7334, 1.1501, 3.0469], [-3.8280, 3.1054, 0.7833], [-4.8469, 3.8875, 2.9006], [0.2053, 3.1838, -2.2340], [2.1721, 4.7035, -2.3135], [2.7028, 4.2659, 1.9009], [0.7704, 2.7151, 2.0041], [-1.9644, 4.3093, -0.9771], [-3.5331, 5.3395, -2.6018], [-4.9292, 1.4713, -3.7552], [-3.3555, 0.4130, -2.1457]],
  "forces_ev_per_a": [[0.124, 0.152, -0.210], [-0.100, 0.080, -0.086], [0.022, -0.018, 0.053], [0.041, -0.130, 0.022], [0.019, 0.124, -0.043], [0.035, -0.045, -0.093], [-0.108, -0.036, 0.039], [0.061, -0.014, -0.004], [0.053, 0.178, -0.336], [-0.089, 0.061, -0.074], [-0.132, -0.056, 0.055], [-0.355, -0.570, 0.069], [-0.073, -0.134, 0.175], [0.074, 0.126, -0.105], [0.050, 0.100, 0.026], [-0.028, -0.152, 0.153], [0.075, 0.183, -0.209], [0.172, -0.041, 0.386], [0.004, -0.027, 0.036], [0.037, 0.010, 0.019], [0.016, 0.076, -0.036], [0.034, -0.007, -0.027], [0.006, -0.037, 0.001], [-0.058, -0.021, 0.017], [0.008, 0.020, -0.040], [0.044, 0.034, 0.041], [0.014, 0.032, 0.025], [0.071, 0.067, 0.051], [0.032, 0.081, 0.046], [-0.010, -0.115, 0.019], [0.015, 0.014, 0.160], [-0.226, -0.084, -0.044], [0.020, 0.001, -0.172], [-0.079, 0.027, -0.019], [-0.123, 0.042, 0.071], [-0.026, -0.040, -0.026], [0.016, 0.000, 0.001], [-0.001, 0.033, -0.021], [0.017, 0.026, 0.002], [-0.019, 0.002, 0.013], [0.075, 0.000, -0.023], [0.107, -0.037, -0.039], [-0.022, 0.000, 0.005], [0.009, 0.001, 0.039], [0.040, 0.039, -0.081], [0.026, 0.009, -0.019], [0.000, -0.037, 0.041], [-0.036, -0.019, 0.029], [0.067, -0.035, -0.024], [0.000, 0.036, 0.015], [0.029, 0.014, -0.010], [-0.024, 0.014, 0.047], [-0.014, 0.007, -0.031], [0.107, -0.089, 0.013], [-0.055, 0.097, 0.017], [0.015, -0.166, -0.045], [0.019, -0.016, 0.090], [-0.069, 0.033, -0.086], [0.012, 0.620, 0.213], [0.066, -0.002, -0.016], [-0.021, -0.043, 0.102], [-0.029, -0.050, -0.083], [-0.052, 0.007, -0.017], [0.067, 0.027, -0.007], [-0.027, -0.059, 0.089], [-0.025, -0.044, -0.039], [0.114, -0.188, -0.036], [-0.067, -0.063, -0.065], [0.061, 0.063, 0.032], [0.041, 0.034, 0.040], [-0.054, 0.047, -0.056], [-0.025, -0.116, 0.026], [-0.013, 0.045, 0.113], [-0.034, 0.022, -0.069], [0.043, -0.072, 0.010], [-0.013, 0.017, -0.042], [0.065, -0.038, 0.004], [0.018, 0.003, -0.029], [-0.023, -0.017, 0.062], [-0.041, -0.029, -0.057], [0.025, 0.048, -0.050], [-0.009, -0.003, -0.011], [-0.013, -0.058, -0.010], [0.025, 0.035, 0.028], [0.002, 0.017, -0.002]],
  "lowdin_charge": [-0.1466, 0.1199, -0.3069, -0.0161, -0.0570, -0.3086, -0.0720, -0.0223, 0.6162, -0.3174, -0.2670, -0.1211, -0.4107, 0.1730, -0.0734, -0.0308, -0.0839, 0.0510, 0.0999, 0.0993, 0.1175, 0.1118, 0.1066, 0.1156, 0.1238, 0.1107, 0.1059, -0.2932, 0.8347, -0.2714, -0.4193, -0.3834, 0.8877, -0.2084, -0.2173, 0.0463, 0.0403, 0.0339, 0.0504, 0.0273, 0.0223, 0.0856, 0.0726, 0.0690, 0.0956, 0.0618, 0.0224, 0.0410, 0.0593, 0.0474, 0.0362, 0.0817, -0.2744, 0.0193, -0.1187, -0.3528, -0.1039, 0.0058, 1.6249, -0.3723, -0.1403, -0.0001, -0.2827, 0.0822, 0.0103, -0.1033, -0.3905, -0.1195, 0.0159, -0.2742, 0.0875, -0.0078, -0.1505, 0.1322, 0.0607, 0.0916, 0.1262, 0.0852, 0.1260, 0.1306, 0.0954, 0.1110, 0.1291, 0.1279, 0.0893],
  "energy_ha": -3322.71604,
  "charge": 1
}


{
  "formula": "C5H14BrLi2O2",
  "method": "wB97M-V/def2-TZVPD",
  "elements": ["Li", "Li", "Br", "C", "C", "C", "O", "H", "H", "H", "H", "H", "H", "H", "H", "C", "C", "O", "H", "H", "H", "H", "H", "H"],
  "positions_angstrom": [[3.2589, 2.0013, -0.6619], [1.3763, 4.0854, 2.0065], [1.3401, 1.8301, 0.7109], [0.6879, -0.2794, -3.6958], [-0.5417, -0.0226, -2.7812], [-0.8662, -0.9731, -1.5928], [-0.3872, 1.2512, -2.1868], [0.7463, 0.3060, -4.6134], [0.8434, -1.3466, -3.8536], [1.6516, -0.1038, -3.2176], [-1.3814, 0.0694, -3.4700], [-1.0218, -2.0161, -1.8688], [-1.7526, -0.5977, -1.0816], [-0.0434, -0.9119, -0.8805], [0.2605, 1.1636, -1.4836], [-0.5169, -0.0893, 3.9612], [-0.4581, -1.0889, 2.8947], [-0.8542, -0.3352, 1.6873], [-1.4545, 0.4611, 4.0394], [0.3256, 0.5954, 3.8641], [-0.4687, -0.7107, 4.8553], [-1.1359, -1.9090, 3.1317], [0.5053, -1.5926, 2.8166], [-0.1132, 0.2136, 1.4200]],
  "forces_ev_per_a": [[-0.200, -0.198, -0.053], [-0.227, -0.599, -0.244], [0.744, 1.076, 0.219], [0.450, -1.113, 0.998], [0.498, -0.129, -0.093], [0.391, 0.153, -1.095], [-0.124, 1.090, -0.194], [-0.562, -0.186, 0.012], [-0.602, -0.166, -0.744], [0.051, 0.627, 0.725], [-0.257, -0.062, 0.261], [0.044, 0.030, -0.074], [0.049, -0.033, -0.107], [0.102, -0.187, 0.093], [-0.093, -0.037, 0.104], [0.339, -0.240, 1.845], [-0.863, 0.781, -1.769], [-0.013, -1.790, 0.266], [0.015, -0.111, -0.437], [0.003, 0.134, 0.388], [0.473, 0.602, 0.731], [-0.535, 0.212, -0.727], [0.310, 0.362, -0.277], [0.009, -0.216, 0.174]],
  "lowdin_charge": [0.6848, 0.7524, -0.0731, -0.0499, -0.4516, -0.0374, -0.1045, 0.0790, 0.0752, 0.0510, 0.1349, 0.0811, 0.0838, 0.0553, -0.0637, -0.1198, -0.2893, -0.1433, 0.0870, 0.0616, 0.0821, 0.1161, 0.1129, -0.1246],
  "energy_ha": -2938.27804,
  "charge": 1
}